ORCA calculation (the ωB97M-V functional and the def2-TZVPD basis) on a cluster of 2 separate species, C6H10N2O in total.

Its energy above the lowest of the compared OMol25 structures with the same formula, charge and spin is 72.5 kcal per mole. The SMILES is [H]/N=C(/N)[C@@H](O)C=C.C#C. The calculated total energy comes out at -419.2709 hartree. The HOMO energy comes out at -9.091 eV. The frontier orbital gap comes out at 0.368 Ha. The total charge is 0.

CARTESIAN COORDINATES (ANGSTROEM)
C1 -2.29 -2.37 0.15
C2 -2.59 -1.29 0.58
H1 -1.58 1.00 -1.91
H2 2.33 0.34 -1.14
C3 0.72 -0.17 0.23
C4 -0.44 0.73 -0.24
H3 3.51 1.91 0.34
H4 -0.40 -0.28 -2.01
H5 -0.65 1.73 1.39
N1 -1.03 1.62 0.45
C5 1.99 0.55 -0.13
H6 0.64 -0.28 1.32
N2 -0.79 0.51 -1.53
H7 -2.06 -3.34 -0.20
O1 0.69 -1.43 -0.41
H8 2.28 1.59 1.66
H9 -0.11 -1.88 -0.13
H10 -2.84 -0.33 0.92
C6 2.62 1.39 0.66

***

ORCA calculation (the ωB97M-V functional and the def2-TZVPD basis) on a structure of composition C2H7NO5P at a distorted geometry.

Its energy above the lowest of the compared OMol25 structures with the same formula, charge and spin is 25.1 kcal per mole. The calculated total energy comes out at -852.9021 hartree. The HOMO energy comes out at -5.443 eV. The frontier orbital gap comes out at 0.343 Ha. The total charge is -1.

CARTESIAN COORDINATES (ANGSTROEM)
H1 -0.26 -0.50 -1.84
O1 3.02 -0.26 1.13
O2 -0.56 1.53 -0.55
H2 -2.89 0.61 0.55
H3 -1.65 1.33 1.65
H4 2.44 -1.83 -0.60
O3 1.79 -1.35 -0.99
N1 -1.07 -0.64 -1.12
C1 -0.91 0.39 -0.11
H5 0.97 1.49 -0.51
O4 1.94 1.17 -0.72
O5 0.48 -0.30 0.93
P1 1.86 -0.14 0.20
C2 -1.92 0.42 1.03
H6 -1.36 -1.53 -0.84
H7 -1.89 -0.39 1.80

***

ORCA calculation (the ωB97M-V functional and the def2-TZVPD basis) on a structure of composition C19H29IN5ORbSe at a distorted geometry.

Its energy above the lowest of the compared OMol25 structures with the same formula, charge and spin is 7.0 kcal per mole. The calculated total energy comes out at -3813.5664 hartree. The HOMO energy comes out at -6.882 eV. The frontier orbital gap comes out at 0.224 Ha. The total charge is 0.

CARTESIAN COORDINATES (ANGSTROEM)
H1 2.43 -6.24 0.19
C1 1.93 -2.98 1.14
H2 -3.70 -3.80 -0.86
H3 3.27 -1.29 0.60
H4 1.07 4.23 -0.78
N1 0.42 4.51 -0.07
C2 2.92 2.00 0.59
O1 -2.56 -1.01 0.63
C3 3.74 -4.57 -0.27
C4 3.50 0.55 -1.11
I1 6.36 -0.32 -1.90
H5 0.62 5.48 0.23
N2 2.58 1.23 -0.43
C5 -3.84 -1.11 -1.42
N3 -2.88 1.81 1.50
C6 5.25 1.42 0.30
N4 1.07 -2.31 1.95
H6 -1.65 3.97 1.35
H7 -3.96 -1.68 -2.32
N5 0.62 -4.88 1.56
H8 -1.13 5.09 -1.35
H9 -3.06 0.79 1.49
H10 3.07 -0.08 -1.89
C7 -0.95 4.36 -0.60
Se1 -0.19 -3.50 2.36
H11 -4.82 -1.03 -0.91
H12 -4.13 4.11 0.75
C8 4.85 0.62 -0.76
H13 -3.64 2.08 2.15
H14 -1.01 3.43 -1.14
H15 -3.51 -0.13 -1.69
C9 -2.01 4.42 0.47
H16 -4.22 1.79 -0.11
H17 -1.07 -1.27 -1.64
C10 4.27 2.06 1.01
C11 -3.37 3.76 0.08
H18 -1.69 -2.87 -2.04
C12 -3.27 2.25 0.15
C13 -2.81 -1.78 -0.46
H19 2.13 2.58 1.05
C14 3.04 -2.33 0.49
H20 4.47 -5.14 -0.85
H21 6.29 1.43 0.63
H22 -2.54 1.85 -0.59
H23 4.55 2.69 1.85
H24 -2.28 5.43 0.71
H25 4.76 -2.72 -0.70
H26 -3.71 4.08 -0.90
C15 1.72 -4.39 1.00
H27 -2.76 -3.66 0.61
C16 -1.54 -2.18 -1.21
H28 -4.37 -2.96 0.52
C17 2.65 -5.17 0.27
Rb1 -0.39 0.30 1.14
H29 -0.90 -2.66 -0.52
C18 3.89 -3.13 -0.19
C19 -3.45 -3.15 -0.05

***

ORCA calculation (the ωB97M-V functional and the def2-TZVPD basis) on a cluster of 3 separate species, C2H4ClNO3 in total at a distorted geometry.

Its energy above the lowest of the compared OMol25 structures with the same formula, charge and spin is 28.7 kcal per mole. The SMILES is O=C(O)O.C#N.Cl. The calculated total energy comes out at -819.2645 hartree. The HOMO energy comes out at -11.436 eV. The frontier orbital gap comes out at 0.431 Ha. The total charge is 0.

CARTESIAN COORDINATES (ANGSTROEM)
H1 2.83 1.71 -1.55
C1 -2.00 -0.35 0.25
O1 2.88 1.53 -0.59
O2 1.29 -0.06 -0.49
C2 2.30 0.39 -0.12
Cl1 -5.53 0.13 -0.16
O3 3.10 -0.17 0.87
H2 -1.76 -1.14 -0.33
N1 -2.46 0.45 0.98
H3 -4.52 0.20 0.51
H4 2.52 -0.67 1.45

***

ORCA calculation (the ωB97M-V functional and the def2-TZVPD basis) on a cluster of 2 separate species, C5H14N2O in total at a distorted geometry.

Its energy above the lowest of the compared OMol25 structures with the same formula, charge and spin is 78.9 kcal per mole. The SMILES is NC[C@@H]1CCCN1.O. The calculated total energy comes out at -383.5750 hartree. The HOMO energy comes out at -7.896 eV. The frontier orbital gap comes out at 0.317 Ha. The total charge is 0.

CARTESIAN COORDINATES (ANGSTROEM)
N1 1.42 -1.46 -1.14
H1 -0.13 1.01 -1.26
N2 -1.19 -0.04 0.33
C1 -1.70 0.78 1.35
H2 -0.84 2.36 2.48
H3 1.56 1.87 0.97
C2 1.36 -0.36 -0.23
H4 -2.42 1.51 0.84
C3 -0.47 1.52 2.07
H5 -0.06 -3.28 -2.54
H6 -1.11 -1.07 0.46
C4 0.38 1.77 0.83
H7 2.06 0.45 -0.51
H8 1.47 -0.58 0.88
H9 -0.78 -2.22 -3.10
C5 0.00 0.60 -0.18
H10 0.10 2.59 0.26
H11 1.37 -1.33 -2.13
H12 -0.09 0.67 2.76
O1 0.10 -2.65 -3.26
H13 -2.41 0.25 2.04
H14 1.37 -2.38 -0.90

***

ORCA calculation (the ωB97M-V functional and the def2-TZVPD basis) on a structure of composition C12H24N6O6Ti at a distorted geometry.

As for the multiplicity: 2. Its energy above the lowest of the compared OMol25 structures with the same formula, charge and spin is 0.0 kcal per mole. The calculated total energy comes out at -2100.7505 hartree. The HOMO energy (alpha / beta) comes out at -10.424 / -10.501 eV. The frontier orbital gap (alpha / beta) comes out at 0.226 / 0.215 Ha. The total charge is +1. As for the expectation value of S²: 1.02.

CARTESIAN COORDINATES (ANGSTROEM)
H1 -0.46 -0.03 -5.72
H2 0.89 4.25 1.79
C1 1.35 2.44 0.76
N1 0.38 1.56 1.15
C2 1.73 3.56 1.66
H3 -2.62 -4.03 1.25
H4 2.57 4.12 1.23
O1 1.79 0.48 -2.18
H5 -1.91 1.93 0.11
O2 0.00 0.14 -4.89
H6 -1.23 -3.95 2.34
O3 -1.95 1.12 -0.42
O4 -1.40 -0.71 2.51
N2 3.45 -1.44 2.29
H7 2.46 -2.36 -0.68
H8 2.03 3.18 2.64
H9 -1.71 1.32 -4.55
H10 4.48 -2.94 1.10
N3 1.85 -0.98 0.86
Ti1 0.07 -0.07 -0.09
H11 -2.71 0.61 -0.09
H12 -2.58 -2.81 2.55
C3 1.91 2.13 -0.50
C4 3.08 2.78 -1.13
C5 -0.94 0.75 -3.99
H13 -0.38 1.46 -3.36
N4 -1.05 -1.11 1.23
C6 -0.85 -2.73 -0.42
H14 1.94 0.02 2.78
H15 -1.81 -4.32 -1.46
O5 -0.22 1.71 2.31
H16 -0.66 -4.83 -0.21
C7 3.66 -2.25 1.18
C8 -1.97 -3.34 1.81
H17 -1.01 0.22 2.59
H18 3.95 2.11 -1.12
C9 -1.32 -2.39 0.87
H19 -0.06 -4.18 -1.77
C10 2.34 -0.69 2.06
H20 0.84 -1.11 -2.55
H21 3.34 3.69 -0.60
H22 4.01 -1.39 3.13
O6 0.29 -1.93 -2.35
N5 -0.34 -1.67 -1.13
H23 -1.44 -0.01 -3.38
C11 2.66 -1.96 0.30
N6 1.30 1.08 -1.12
H24 2.86 3.03 -2.18
C12 -0.84 -4.08 -1.00

***

ORCA calculation (the ωB97M-V functional and the def2-TZVPD basis) on a cluster of 2 separate species, C4H12N2O2 in total at a distorted geometry.

Its energy above the lowest of the compared OMol25 structures with the same formula, charge and spin is 61.1 kcal per mole. The SMILES is NC[C@@H](N)CC=O.O. The calculated total energy comes out at -419.5511 hartree. The HOMO energy comes out at -9.481 eV. The frontier orbital gap comes out at 0.375 Ha. The total charge is 0.

CARTESIAN COORDINATES (ANGSTROEM)
N1 0.01 1.15 1.03
H1 -0.04 2.16 1.14
H2 0.43 -1.47 -0.96
H3 -0.63 2.06 -1.27
H4 -0.95 0.44 -1.72
O1 -0.39 -1.49 1.60
C1 -0.13 1.09 -1.41
C2 0.73 -1.43 1.16
H5 -2.13 -1.42 3.03
N2 0.75 1.22 -2.62
H6 0.24 0.96 -3.45
O2 -2.89 -1.40 2.46
C3 0.65 0.66 -0.15
C4 1.01 -0.90 -0.21
H7 2.01 -1.02 -0.62
H8 1.47 0.51 -2.52
H9 -2.48 -1.57 1.62
H10 -0.94 0.89 1.27
H11 1.65 1.08 -0.19
H12 1.62 -1.50 1.82

***

ORCA calculation (the ωB97M-V functional and the def2-TZVPD basis) on an isolated molecule of C5H7NO.

Its energy above the lowest of the compared OMol25 structures with the same formula, charge and spin is 19.8 kcal per mole. The SMILES is Cc1cocc1N. The calculated total energy comes out at -324.6930 hartree. The HOMO energy comes out at -8.009 eV. The frontier orbital gap comes out at 0.330 Ha. The total charge is 0.

CARTESIAN COORDINATES (ANGSTROEM)
H1 0.59 1.26 -2.56
C1 -0.22 -0.70 1.69
H2 -0.04 -0.02 2.54
O1 1.86 0.48 -1.12
H3 0.20 -1.68 1.96
H4 -2.04 0.58 -1.77
C2 1.68 -0.09 0.09
C3 -0.34 0.40 -0.71
H5 -1.30 -0.83 1.62
H6 -2.23 -0.19 -0.34
C4 0.62 0.78 -1.60
N1 -1.73 0.56 -0.80
C5 0.37 -0.17 0.42
H7 2.59 -0.38 0.60

***

ORCA calculation (the ωB97M-V functional and the def2-TZVPD basis) on an isolated molecule of C5H12NO3PS at a distorted geometry.

Its energy above the lowest of the compared OMol25 structures with the same formula, charge and spin is 0.0 kcal per mole. The SMILES is CCO/C=N/[P@@](=O)(OC)SC. The calculated total energy comes out at -1217.7042 hartree. The HOMO energy comes out at -8.726 eV. The frontier orbital gap comes out at 0.344 Ha. The total charge is 0.

CARTESIAN COORDINATES (ANGSTROEM)
H1 5.11 -1.09 0.05
H2 -1.61 2.47 -1.29
C1 4.47 -0.35 -0.05
C2 -4.30 -1.05 0.31
N1 -0.07 0.45 0.07
C3 -2.52 2.36 -0.88
H3 -3.09 1.71 -1.50
P1 -1.59 0.26 0.68
H4 -2.95 3.26 -0.70
H5 3.29 -0.34 1.55
S1 -2.76 -1.22 -0.85
O1 -1.68 -0.05 2.08
O2 2.07 0.06 0.01
C4 3.11 -0.68 0.59
H6 3.09 -1.78 0.40
H7 4.83 0.55 0.27
H8 -5.10 -1.05 -0.42
H9 0.96 -1.12 1.06
O3 -2.36 1.62 0.29
H10 4.22 -0.28 -1.08
H11 -4.20 -1.98 0.81
C5 0.90 -0.28 0.44
H12 -4.15 -0.02 0.80

***

ORCA calculation (the ωB97M-V functional and the def2-TZVPD basis) on an isolated molecule of C6H9F2N2P at a distorted geometry.

The calculated total energy comes out at -884.3751 hartree. The HOMO energy (alpha / beta) comes out at -7.975 / -7.975 eV. The frontier orbital gap (alpha / beta) comes out at 0.273 / 0.273 Ha. The total charge is 0.

CARTESIAN COORDINATES (ANGSTROEM)
N1 0.03 -2.01 0.02
H1 3.28 1.85 -1.69
C1 1.28 -1.57 0.20
C2 -2.23 -1.73 -0.09
H2 2.13 0.48 -1.61
H3 2.36 1.85 1.50
C3 2.38 1.46 -1.11
C4 -0.76 0.18 0.45
H4 1.96 -2.31 0.04
P1 2.87 0.88 0.48
H5 1.46 1.98 -1.00
H6 -1.99 -2.74 0.07
H7 -2.20 1.20 1.72
N2 -0.98 -1.08 0.14
H8 -2.38 -1.55 -1.10
C5 1.72 -0.38 0.63
F1 -1.21 2.43 0.34
H9 -2.95 -1.40 0.57
F2 -2.98 1.20 -0.18
C6 -1.77 1.26 0.63

***

ORCA calculation (the ωB97M-V functional and the def2-TZVPD basis) on an isolated molecule of C5H7NO at a distorted geometry.

Its energy above the lowest of the compared OMol25 structures with the same formula, charge and spin is 114.1 kcal per mole. The SMILES is [O-]/[NH+]=C1\C[C@@H]2C[C@H]12. The calculated total energy comes out at -324.5426 hartree. The HOMO energy comes out at -7.922 eV. The frontier orbital gap comes out at 0.325 Ha. The total charge is 0.

CARTESIAN COORDINATES (ANGSTROEM)
C1 -0.17 1.24 -0.33
H1 -0.47 -2.75 -0.14
C2 1.04 0.28 -0.53
C3 0.05 -0.81 -0.24
H2 -1.36 1.81 1.49
H3 0.28 0.75 1.82
C4 -0.51 1.14 1.07
H4 1.53 0.46 -1.55
O1 1.26 -2.62 -0.80
H5 1.67 0.40 0.25
C5 -1.00 0.06 0.16
N1 0.25 -2.08 -0.35
H6 -0.49 2.08 -0.88
H7 -2.08 0.02 0.03

***

ORCA calculation (the ωB97M-V functional and the def2-TZVPD basis) on an isolated molecule of C5H8O2 at a distorted geometry.

Its energy above the lowest of the compared OMol25 structures with the same formula, charge and spin is 93.0 kcal per mole. The SMILES is CO[C@@H]1C=CCO1. The calculated total energy comes out at -345.6567 hartree. The HOMO energy comes out at -9.562 eV. The frontier orbital gap comes out at 0.387 Ha. The total charge is 0.

CARTESIAN COORDINATES (ANGSTROEM)
H1 1.76 1.82 1.18
C1 -1.67 -0.97 0.17
O1 -0.19 0.89 0.50
C2 1.15 0.82 1.20
H2 2.61 -0.87 0.77
H3 0.95 0.51 2.34
C3 1.10 -0.50 -0.78
C4 1.70 -0.35 0.46
H4 -0.22 1.32 -1.60
O2 -1.47 -0.22 -0.95
C5 -0.26 0.45 -0.84
H5 -1.35 -0.61 1.16
H6 -2.70 -1.15 -0.01
H7 -1.13 -2.01 -0.10
H8 1.25 -1.13 -1.47